[1]
The ion C3H7BrNS with charge +1 at a distorted geometry, computed with wB97M-V/def2-TZVPD.

Summary:
Energy above the lowest of the compared OMol25 structures with the same formula, charge and spin (eV): 1.9472
Orbital gap (eV): 9.74
Electronic energy (Eh): -3145.10670
LUMO level (eV): -3.650
Charge: +1

```
13
Properties=species:S:1:pos:R:3:lowdin_charge:R:1
C 0.768 0.850 1.156 -0.36
C 0.758 -0.940 -0.666 -0.36
C -1.033 0.496 0.117 -0.64
N -0.692 -0.751 -0.432 -0.12
S 1.371 -0.758 1.027 0.94
Br -1.136 1.904 -1.184 0.78
H 1.057 1.514 0.287 0.04
H 0.599 1.285 2.148 0.07
H 1.079 -1.806 -1.056 0.07
H 1.142 -0.097 -1.212 0.09
H -1.717 0.775 0.940 0.10
H -1.274 -0.933 -1.311 0.21
H -0.922 -1.539 0.187 0.18
```


[2]
The molecule H6NPSi at a distorted geometry, computed with wB97M-V/def2-TZVPD.

Summary:
Energy above the lowest of the compared OMol25 structures with the same formula, charge and spin (eV): 1.0559
SMILES: NP[SiH3]
Orbital gap (eV): 9.46
Electronic energy (Eh): -689.13910
LUMO level (eV): 0.914
Charge: 0

```
9
Properties=species:S:1:pos:R:3:lowdin_charge:R:1
N 1.502 -0.631 0.017 -0.37
P 0.766 0.930 -0.039 0.50
Si -1.385 0.267 -0.037 0.36
H 2.484 -0.604 0.122 -0.01
H 1.473 -1.126 -0.875 0.01
H 0.718 1.068 1.312 -0.16
H -2.260 0.140 1.190 -0.13
H -2.218 1.123 -1.152 -0.09
H -1.080 -1.165 -0.538 -0.11
```


[3]
The ion C6H9N with charge -1 at a distorted geometry, computed with wB97M-V/def2-TZVPD.

Summary:
Energy above the lowest of the compared OMol25 structures with the same formula, charge and spin (eV): 0.4568
Multiplicity: 2
Orbital gap (spin up / spin down) (eV): 2.68 / 7.98
Electronic energy (Eh): -288.70407
LUMO level (spin up / spin down) (eV): 4.047 / 3.932
Charge: -1
⟨S²⟩: 0.750

```
16
Properties=species:S:1:pos:R:3:lowdin_charge:R:1
C 1.584 -2.041 0.040 -0.12
C 0.698 -0.851 0.183 -0.33
C 0.112 -0.428 1.359 -0.30
N -0.590 0.710 1.081 0.02
C -0.592 0.951 -0.252 -0.44
C 0.341 0.082 -0.812 -0.08
C -1.650 1.758 -0.923 -0.20
H 1.862 -2.408 1.036 0.06
H 1.079 -2.895 -0.420 0.06
H 2.512 -1.877 -0.512 0.06
H 0.580 -0.561 2.322 0.05
H -0.803 1.371 1.814 0.01
H 0.709 0.239 -1.817 0.08
H -1.305 2.330 -1.783 0.05
H -2.527 1.147 -1.147 0.06
H -2.008 2.474 -0.170 0.02
```


[4]
A structure of composition C11H19NOSiSr at a distorted geometry, computed with wB97M-V/def2-TZVPD.

Summary:
Orbital gap (eV): 3.52
Electronic energy (Eh): -880.77683
LUMO level (eV): 5.131
Charge: -2

```
34
Properties=species:S:1:pos:R:3:lowdin_charge:R:1
C -2.386 -2.237 -1.431 -0.23
C -1.967 -1.427 -2.529 -0.24
C -2.318 -0.076 -2.240 -0.25
C -2.953 -0.048 -0.963 -0.26
C -2.996 -1.383 -0.462 -0.25
Sr -0.161 -0.749 -0.277 1.36
C 1.771 -2.879 -1.188 -0.23
C 1.170 -3.516 -0.067 -0.72
C 0.958 -4.898 -0.003 -0.16
N 0.699 -2.633 1.009 -0.26
H -2.187 0.778 -2.907 0.06
H -1.521 -1.791 -3.456 0.07
H -3.383 0.833 -0.482 0.07
H -3.464 -1.705 0.470 0.07
H -2.297 -3.322 -1.366 0.08
H 1.808 -3.422 -2.130 -0.03
H 0.497 -3.180 1.847 -0.06
H 2.394 -1.989 -1.046 -0.04
H 1.251 -5.494 -0.863 -0.04
H 0.524 -5.355 0.881 -0.04
C 2.368 3.304 0.051 -0.20
Si 0.893 2.698 1.080 0.19
C 1.382 2.642 2.911 -0.19
C -0.526 3.934 0.839 -0.20
O 0.457 1.234 0.602 -0.63
H 2.725 4.291 0.375 0.00
H 2.091 3.377 -1.011 0.02
H 3.207 2.598 0.123 0.02
H 1.705 3.620 3.289 0.00
H 0.537 2.302 3.527 0.02
H 2.205 1.929 3.067 0.02
H -0.804 4.002 -0.223 0.02
H -1.422 3.617 1.392 0.02
H -0.257 4.943 1.181 0.01
```


[5]
A structure of composition C51H83BN11OP2Si2Sr at a distorted geometry, computed with wB97M-V/def2-TZVPD.

Summary:
Energy above the lowest of the compared OMol25 structures with the same formula, charge and spin (eV): 2.5303
Orbital gap (eV): 4.12
Electronic energy (Eh): -3988.09826
LUMO level (eV): 1.270
Charge: -1

```
152
Properties=species:S:1:pos:R:3:lowdin_charge:R:1
Sr -0.537 1.041 0.707 1.15
C -0.895 -2.673 3.530 -0.07
C -0.777 -2.082 2.269 -0.19
N -0.704 -0.768 2.375 -0.09
N -0.755 -0.469 3.687 0.02
C -0.861 -1.605 4.402 -0.07
B -0.483 0.979 4.235 -0.66
N 0.923 1.460 3.841 0.01
C 2.072 1.567 4.534 -0.09
C 3.054 2.012 3.679 -0.07
C 2.414 2.139 2.441 -0.15
N 1.130 1.823 2.538 -0.03
N -1.517 2.001 3.670 -0.03
C -1.756 3.189 4.252 -0.08
C -2.763 3.815 3.553 -0.05
C -3.072 2.919 2.524 -0.17
N -2.314 1.830 2.584 -0.01
N -0.727 0.900 5.752 -0.03
C -1.956 0.722 6.291 -0.11
C -1.821 0.661 7.656 -0.07
C -0.439 0.820 7.863 -0.17
N 0.211 0.962 6.721 0.07
H -0.989 -3.718 3.774 0.09
H -0.701 -2.539 1.294 0.07
H -0.881 -1.579 5.479 0.12
H 2.093 1.323 5.580 0.09
H 4.084 2.223 3.912 0.09
H 2.803 2.416 1.472 0.06
H -1.195 3.499 5.119 0.13
H -3.201 4.779 3.746 0.09
H -3.798 3.013 1.735 0.08
H -2.827 0.653 5.659 0.13
H -2.598 0.526 8.388 0.08
H 0.109 0.841 8.792 0.09
C -2.103 -2.142 -3.191 -0.26
P -1.754 -2.216 -1.385 1.02
C -0.691 -3.735 -1.530 -0.40
N -1.260 -4.876 -1.805 0.13
C -0.464 -5.950 -2.065 -0.21
C -1.050 -7.210 -2.327 -0.02
C -0.253 -8.275 -2.634 -0.09
C 1.154 -8.127 -2.694 -0.09
C 1.737 -6.920 -2.435 -0.02
C 0.929 -5.807 -2.104 -0.21
N 1.516 -4.610 -1.830 0.13
C 0.757 -3.595 -1.517 -0.38
P 1.534 -1.944 -1.102 1.02
C 1.847 -1.389 -2.822 -0.25
C 3.253 -2.393 -0.506 -0.71
C 4.214 -2.921 -1.571 -0.10
C 3.104 -3.405 0.634 -0.11
C 3.826 -1.091 0.068 -0.11
C -3.403 -2.816 -0.656 -0.71
C -4.393 -3.300 -1.714 -0.11
C -3.985 -1.587 0.056 -0.11
C -3.223 -3.925 0.386 -0.10
H -2.456 -3.105 -3.561 0.04
H -1.179 -1.880 -3.708 0.03
H -2.832 -1.365 -3.407 0.02
H -2.128 -7.289 -2.279 0.11
H -0.693 -9.243 -2.839 0.10
H 1.767 -8.983 -2.947 0.10
H 2.809 -6.776 -2.470 0.11
H 2.317 -2.172 -3.418 0.05
H 2.483 -0.504 -2.787 0.02
H 0.913 -1.089 -3.294 0.00
H 3.819 -3.790 -2.094 0.05
H 5.150 -3.210 -1.081 0.08
H 4.457 -2.148 -2.303 0.07
H 2.379 -3.044 1.368 0.05
H 4.070 -3.524 1.139 0.09
H 2.790 -4.383 0.272 0.06
H 3.911 -0.306 -0.682 0.04
H 4.833 -1.296 0.454 0.09
H 3.216 -0.698 0.881 0.05
H -4.639 -2.520 -2.436 0.07
H -5.323 -3.593 -1.217 0.08
H -4.011 -4.168 -2.253 0.07
H -4.123 -0.743 -0.621 0.05
H -3.343 -1.258 0.878 0.06
H -4.964 -1.840 0.476 0.09
H -2.842 -4.843 -0.055 0.06
H -4.201 -4.136 0.829 0.09
H -2.562 -3.624 1.198 0.05
C -4.653 3.459 -2.956 -0.11
C -3.829 2.451 -2.146 -0.64
C -4.496 2.319 -0.773 -0.15
C -3.981 1.085 -2.815 -0.15
Si -1.875 2.821 -1.906 0.80
C -1.051 2.579 -3.690 -0.63
C -0.769 1.085 -3.875 -0.15
C 0.324 3.255 -3.741 -0.14
C -1.853 3.064 -4.904 -0.11
C -1.730 4.757 -1.479 -0.65
C -2.735 5.165 -0.399 -0.13
C -0.342 4.990 -0.866 -0.13
C -1.914 5.737 -2.645 -0.11
H -5.696 3.119 -3.043 0.08
H -4.269 3.593 -3.967 0.06
H -4.678 4.442 -2.482 0.05
H -5.524 1.943 -0.884 0.08
H -4.555 3.273 -0.251 0.04
H -3.953 1.618 -0.129 0.04
H -5.031 0.756 -2.779 0.08
H -3.374 0.337 -2.298 0.03
H -3.678 1.093 -3.862 0.06
H -0.165 0.717 -3.042 0.04
H -0.203 0.917 -4.804 0.09
H -1.676 0.487 -3.931 0.03
H 0.982 2.891 -2.947 0.03
H 0.273 4.342 -3.668 0.05
H 0.799 3.024 -4.707 0.08
H -2.761 2.481 -5.070 0.05
H -1.240 2.964 -5.811 0.08
H -2.143 4.112 -4.822 0.06
H -2.686 4.500 0.465 0.04
H -3.763 5.184 -0.761 0.06
H -2.498 6.178 -0.043 0.08
H -0.219 4.414 0.058 0.06
H -0.218 6.052 -0.607 0.08
H 0.477 4.703 -1.523 0.04
H -2.879 5.609 -3.139 0.06
H -1.140 5.642 -3.405 0.05
H -1.873 6.772 -2.273 0.08
O 2.192 -1.208 2.850 -0.08
N 2.984 -1.871 3.590 -0.21
C 2.633 -3.090 4.072 -0.02
C 3.487 -3.803 4.884 -0.06
C 4.733 -3.294 5.212 -0.09
C 5.088 -2.059 4.688 -0.05
C 4.214 -1.367 3.882 -0.01
H 1.652 -3.411 3.762 0.11
H 3.156 -4.763 5.256 0.11
H 5.411 -3.845 5.847 0.10
H 6.052 -1.616 4.895 0.11
H 4.399 -0.405 3.431 0.12
C 3.498 4.392 -2.254 -0.20
Si 3.674 2.653 -1.520 0.32
C 4.365 1.519 -2.882 -0.20
C 5.150 2.838 -0.310 -0.22
C 2.132 2.057 -0.875 -0.31
H 4.462 4.874 -2.443 0.01
H 2.937 5.025 -1.560 0.02
H 2.937 4.359 -3.191 0.01
H 5.263 1.945 -3.339 0.02
H 3.620 1.368 -3.667 0.02
H 4.644 0.539 -2.485 -0.01
H 6.053 3.234 -0.786 0.01
H 5.396 1.867 0.133 0.00
H 4.880 3.514 0.509 0.01
H 1.480 2.704 -0.286 -0.08
H 1.870 0.995 -0.848 -0.10
```


[6]
A cluster of 2 separate species, C2H2BrF3N2 in total at a distorted geometry, computed with wB97M-V/def2-TZVPD.

Summary:
Energy above the lowest of the compared OMol25 structures with the same formula, charge and spin (eV): 1.4034
Orbital gap (spin up / spin down) (eV): 9.07 / 9.07
Electronic energy (Eh): -3060.41638
LUMO level (spin up / spin down) (eV): 0.301 / 0.301
Charge: 0

```
10
Properties=species:S:1:pos:R:3:lowdin_charge:R:1
C -0.633 0.504 0.292 -0.59
C -0.661 -0.522 -0.786 -0.68
N 1.791 -0.133 1.031 0.07
N 1.316 0.828 0.565 0.06
F -1.871 -0.547 -1.418 0.08
F -0.518 -1.801 -0.185 0.05
F 0.234 -0.397 -1.774 0.13
Br -1.067 2.272 -0.198 0.72
H -1.256 0.184 1.224 0.12
H 2.664 -0.388 1.248 0.04
```